Record 1
ORCA calculation (ωB97M-V/def2-TZVPD) on C26H17IMnNO6P as an isolated structure in a non-equilibrium geometry.

```
! RIJCOSX wB97M-V def2-TZVPD def2/J DEFGRID3
* xyz 0 2
Mn -2.451 2.094 -1.020
O 0.769 0.525 2.034
C -0.190 1.010 1.448
O -0.449 0.500 0.157
C -1.091 2.022 1.876
C -1.085 2.418 3.228
C -1.875 3.458 3.644
C -2.685 4.096 2.695
C -2.688 3.629 1.401
N -1.917 2.610 0.954
C -3.604 4.177 0.327
O -4.198 5.228 0.425
O -3.629 3.350 -0.669
H -0.455 1.864 3.906
H -1.878 3.780 4.673
H -3.316 4.933 2.946
O 0.795 1.443 -3.268
C -0.202 0.990 -2.742
O -1.104 1.682 -2.141
C -0.453 -0.508 -2.785
C -0.982 -1.058 -3.944
C -1.163 -2.428 -4.051
C -0.784 -3.263 -3.013
C -0.258 -2.725 -1.853
C -0.122 -1.346 -1.720
P 0.573 -0.678 -0.193
C 2.195 -0.001 -0.585
C 3.217 -0.887 -0.915
C 4.430 -0.396 -1.361
C 4.606 0.970 -1.524
C 3.581 1.848 -1.211
C 2.377 1.370 -0.728
C 0.442 -1.951 1.075
C -0.856 -2.325 1.414
C -1.049 -3.219 2.451
C 0.044 -3.741 3.126
C 1.334 -3.386 2.761
C 1.540 -2.480 1.735
H -1.235 -0.403 -4.765
H -1.593 -2.843 -4.950
H -0.908 -4.331 -3.100
H 0.028 -3.377 -1.040
H 3.049 -1.952 -0.838
H 5.233 -1.076 -1.600
H 5.540 1.349 -1.910
H 3.714 2.908 -1.360
H 1.579 2.056 -0.483
H -1.702 -1.913 0.879
H -2.054 -3.496 2.731
H -0.107 -4.425 3.947
H 2.184 -3.804 3.279
H 2.538 -2.166 1.470
I -3.684 -0.133 -0.814
*
```

* LUMO energy (alpha / beta): -1.428 / -1.441 eV
* highest occupied orbital energy (alpha / beta): -0.2711 / -0.2610 Eh
* F_max: 0.0747 hartree/bohr



Record 2
ORCA calculation (ωB97M-V/def2-TZVPD) on a 2-piece molecular cluster, C33H34BF3O2S overall in a non-equilibrium geometry.

```
! RIJCOSX wB97M-V def2-TZVPD def2/J DEFGRID3
* xyz 0 1
C 5.859 -3.433 -1.297
C 4.843 -2.501 -0.731
C 5.068 -1.252 -0.172
C 3.859 -0.564 0.198
C 2.727 -1.285 -0.138
B 1.219 -0.637 -0.327
C 0.781 -1.218 1.146
C 1.251 -0.642 2.331
C 0.971 -1.196 3.584
C 0.164 -2.327 3.665
C -0.241 -2.801 5.045
F -1.221 -3.756 5.029
F 0.809 -3.308 5.758
F -0.728 -1.729 5.770
C -0.275 -2.950 2.506
C -0.021 -2.350 1.258
O 1.538 0.735 -0.590
C 1.171 0.969 -1.956
C -0.120 1.754 -1.889
C 2.116 1.870 -2.731
C 1.037 -0.495 -2.590
C -0.061 -0.587 -3.638
C 2.330 -0.999 -3.204
O 0.649 -1.287 -1.473
S 3.103 -2.861 -0.705
H 6.830 -2.927 -1.404
H 5.994 -4.297 -0.633
H 5.530 -3.785 -2.284
H 6.060 -0.811 -0.059
H 3.863 0.398 0.710
H 1.892 0.241 2.281
H 1.353 -0.752 4.506
H -0.875 -3.857 2.578
H -0.480 -2.777 0.365
H -0.672 1.821 -2.836
H -0.767 1.268 -1.159
H 0.087 2.775 -1.533
H 1.640 2.043 -3.713
H 2.211 2.841 -2.228
H 3.111 1.445 -2.901
H 0.048 0.224 -4.370
H 0.047 -1.537 -4.169
H -1.047 -0.535 -3.155
H 2.552 -0.433 -4.119
H 3.188 -0.922 -2.529
H 2.222 -2.047 -3.493
C -1.995 -0.008 0.394
C -2.443 -0.676 1.599
C -2.974 -1.991 1.633
C -3.445 -2.530 2.825
C -3.349 -1.808 4.020
C -2.807 -0.518 4.007
C -2.329 0.021 2.823
C -2.541 1.286 0.223
C -2.881 1.853 -1.011
C -3.002 3.267 -1.232
C -3.125 3.807 -2.548
C -3.041 5.182 -2.746
C -2.868 6.052 -1.656
C -2.824 5.540 -0.355
C -2.891 4.168 -0.141
H -1.704 -0.593 -0.481
H -2.978 -2.591 0.716
H -3.817 -3.559 2.848
H -3.711 -2.252 4.950
H -2.711 0.042 4.937
H -1.789 0.976 2.830
H -2.856 1.836 1.118
H -3.041 1.180 -1.862
H -3.271 3.122 -3.388
H -3.052 5.580 -3.765
H -2.663 7.109 -1.826
H -2.667 6.198 0.503
H -2.839 3.783 0.879
*
```

* LUMO energy: -3.351 eV
* energy relative to the best compared isomer or geometry (same formula, charge and spin): 419.4 kJ/mol
* highest occupied orbital energy: -0.2323 Eh
* F_max: 0.0736 hartree/bohr



Record 3
ORCA calculation (ωB97M-V/def2-TZVPD) on a 9-piece molecular cluster, C20H40Cl16IO3P overall in a non-equilibrium geometry.

```
! RIJCOSX wB97M-V def2-TZVPD def2/J DEFGRID3
* xyz 0 1
C 5.496 -2.941 0.234
C 4.554 -2.665 -1.093
P 3.725 -0.923 -1.101
C 1.861 -1.293 -0.805
O 4.434 -0.025 0.221
C 5.541 0.784 -0.330
O 6.159 1.620 0.535
O 6.016 0.768 -1.723
I 7.496 -0.635 -1.969
H 6.220 -3.843 -0.047
H 4.880 -3.246 1.191
H 6.150 -1.996 0.504
H 5.142 -2.740 -2.118
H 3.705 -3.486 -1.096
H 1.332 -1.177 -1.866
H 1.707 -2.426 -0.471
H 1.346 -0.593 -0.022
Cl 2.030 1.629 -1.054
C 0.784 2.759 -1.643
C 0.637 2.715 -3.155
Cl 2.063 3.383 -3.989
H 1.042 3.762 -1.292
H -0.158 2.465 -1.170
H -0.222 3.318 -3.464
H 0.482 1.693 -3.516
Cl -0.259 -3.810 0.755
C -0.726 -4.874 -0.595
C 0.300 -5.967 -0.846
Cl 1.830 -5.320 -1.491
H -0.875 -4.250 -1.482
H -1.688 -5.320 -0.328
H -0.083 -6.674 -1.588
H 0.526 -6.525 0.069
Cl -1.118 0.316 -4.972
C -0.006 0.894 -6.238
C 0.436 -0.224 -7.169
Cl 1.499 -1.398 -6.353
H 0.848 1.372 -5.748
H -0.544 1.659 -6.806
H 1.006 0.192 -8.005
H -0.420 -0.769 -7.579
Cl 0.705 2.072 3.924
C 1.924 2.688 2.780
C 1.747 4.171 2.496
Cl 0.267 4.505 1.562
H 1.862 2.091 1.864
H 2.902 2.511 3.236
H 2.587 4.538 1.899
H 1.705 4.756 3.419
Cl -3.481 -4.693 1.977
C -3.949 -3.544 3.256
C -2.883 -3.416 4.332
Cl -2.729 -4.900 5.306
H -4.906 -3.872 3.674
H -4.105 -2.576 2.770
H -3.146 -2.610 5.023
H -1.902 -3.189 3.903
Cl -4.055 4.773 4.622
C -2.391 5.319 4.293
C -2.188 6.784 4.647
Cl -3.080 7.871 3.553
H -2.172 5.125 3.239
H -1.728 4.695 4.899
H -1.129 7.044 4.558
H -2.505 6.999 5.672
Cl 2.201 -4.113 -4.438
C 2.494 -5.604 -5.368
C 1.226 -6.138 -6.014
Cl 0.070 -6.761 -4.810
H 2.945 -6.340 -4.696
H 3.228 -5.355 -6.141
H 1.469 -6.971 -6.680
H 0.719 -5.368 -6.604
Cl -10.164 5.034 5.407
C -8.525 5.651 5.082
C -7.513 5.165 6.107
Cl -7.787 5.881 7.716
H -8.574 6.744 5.052
H -8.245 5.296 4.086
H -6.504 5.454 5.800
H -7.538 4.075 6.212
*
```

* LUMO energy: -1.729 eV
* highest occupied orbital energy: -0.2989 Eh
* SMILES: CCP(C)OC(=O)OI.ClCCCl.ClCCCl.ClCCCl.ClCCCl.ClCCCl.ClCCCl.ClCCCl.ClCCCl
* F_max: 0.1738 hartree/bohr



Record 4
ORCA calculation (ωB97M-V/def2-TZVPD) on AgI2K2N3O13PbS as an isolated structure in a non-equilibrium geometry.

```
! RIJCOSX wB97M-V def2-TZVPD def2/J DEFGRID3
* xyz -2 1
K -1.426 -3.049 3.828
K 0.355 1.800 3.999
Pb 1.273 0.797 -2.853
Ag 0.039 -0.732 0.977
N 1.750 2.833 0.819
O 2.410 3.650 1.369
O 0.773 2.202 1.296
O 2.074 2.767 -0.341
N 2.109 -2.700 -3.376
O 1.302 -1.777 -3.683
O 3.132 -2.654 -4.001
O 1.915 -3.792 -2.849
N -2.572 -0.165 2.954
O -3.016 1.103 3.262
O -1.416 -0.434 3.002
O -3.333 -0.950 2.338
S -1.374 1.234 -1.653
O -2.059 0.758 -2.827
O -0.720 2.411 -2.298
O -2.221 1.624 -0.557
O -0.362 0.244 -1.222
I 2.937 -1.674 1.894
I -1.570 -3.494 -0.080
*
```

* LUMO energy: 2.300 eV
* highest occupied orbital energy: -0.0781 Eh
* F_max: 0.1676 hartree/bohr